Record 1
11 unconnected molecules or ions with the total composition C25H62BO18 in a non-equilibrium geometry. Source: the OMol25 dataset; level of theory: the ωB97M-V functional and the def2-TZVPD basis.

The charge is -1. Its HOMO energy is -7.2 eV. The value obtained for the orbital gap is 9.05 eV.

```
106
Properties=species:S:1:pos:R:3:forces:R:3:mulliken_charge:R:1
O -3.6704 -2.0143 -1.5121 1.7 3.5 2.8 -0.68
C -3.0277 -1.2298 -0.7462 -1.2 -2.9 -3.3 0.66
O -2.0325 -1.6631 -0.0193 0.4 0.3 0.5 -0.49
B -1.4265 -0.5753 0.7819 -1.0 -0.1 0.5 0.95
O -2.2320 0.6479 0.4126 0.0 -0.4 -0.8 -0.44
C -3.1024 0.3462 -0.5694 -0.7 -1.8 1.2 0.51
O -3.9461 1.0099 -1.0879 0.5 0.7 0.0 -0.55
O -0.0065 -0.4021 0.5572 1.0 -0.5 0.5 -0.45
C 0.6871 -0.6997 1.6669 3.1 2.2 0.3 0.57
O 1.9065 -0.4988 1.8392 -3.6 -1.1 -0.8 -0.62
C -0.3177 -1.0253 2.7839 -0.5 -2.0 2.2 0.63
O -1.5394 -0.9411 2.2424 0.8 0.5 0.0 -0.45
O -0.0565 -1.4183 3.9329 -0.6 1.4 -3.1 -0.63
C -1.8030 8.1500 1.1947 0.4 1.1 0.0 -1.28
C -0.5576 8.2706 2.1105 -1.9 -0.7 0.3 0.60
C 0.7258 8.1298 1.3939 0.4 -0.1 0.1 -1.25
O -0.5366 9.4848 2.8337 0.1 0.9 -0.1 -0.57
H -2.7115 8.1499 1.7971 -0.1 -0.1 0.0 0.32
H -1.8313 7.3308 0.4763 0.3 -0.3 0.4 0.35
H -1.8264 9.0491 0.5789 -0.1 0.2 -0.1 0.33
H -0.6762 7.4963 2.8685 0.3 -0.5 -0.1 0.21
H 0.9072 8.9640 0.7162 -0.1 0.0 -0.1 0.33
H 0.6506 7.1869 0.8521 0.6 0.0 -0.1 0.37
H 1.5099 8.1415 2.1509 0.3 -0.3 -0.3 0.30
H -1.3303 9.5839 3.3646 -0.1 -0.2 0.0 0.30
C 8.6783 2.9808 -4.1353 -0.2 -0.1 1.2 -1.29
C 7.3997 2.1707 -4.0926 -0.6 1.1 0.7 0.42
C 6.3503 2.9061 -3.2054 0.8 -0.1 -1.0 -1.21
O 6.9130 2.1541 -5.3981 -0.6 -0.3 -1.1 -0.53
H 9.3792 2.5463 -4.8481 0.1 0.3 -0.1 0.44
H 9.1285 2.9934 -3.1427 0.3 0.0 0.0 0.31
H 8.3754 4.0059 -4.3486 0.4 0.0 -0.4 0.31
H 7.5934 1.1462 -3.7747 -0.1 -0.1 0.4 0.25
H 6.6487 2.7467 -2.1692 -0.7 0.1 0.1 0.34
H 5.3175 2.7113 -3.4944 0.1 -1.0 0.5 0.34
H 6.3818 3.9664 -3.4564 0.5 0.2 0.2 0.31
H 7.6905 1.9655 -5.9287 -0.2 -0.1 -0.5 0.30
C -5.4633 -2.4042 -9.5770 -0.8 1.9 -0.6 -1.25
C -6.0588 -3.2240 -10.7262 0.7 0.4 0.8 0.54
C -5.4909 -2.9633 -12.1415 0.1 -0.8 0.5 -1.25
O -5.8310 -4.5550 -10.3390 0.2 -1.4 -0.6 -0.56
H -5.8069 -1.3880 -9.7703 0.4 0.6 0.0 0.32
H -4.3821 -2.3873 -9.4393 -0.1 -0.3 -0.4 0.30
H -5.9389 -2.5609 -8.6088 0.0 -0.7 0.0 0.40
H -7.1416 -3.1059 -10.6851 -0.2 0.6 -0.5 0.18
H -5.8096 -3.7675 -12.8047 -0.3 0.0 0.0 0.32
H -4.4052 -3.0590 -12.1537 0.1 0.2 0.3 0.32
H -5.7633 -2.0170 -12.6088 -0.1 0.1 0.4 0.35
H -6.1927 -4.5937 -9.4506 0.1 -0.4 0.1 0.33
C 10.5439 3.7596 4.5594 -1.7 0.8 -1.7 -1.25
C 9.6780 2.7225 3.7455 -0.3 -0.7 2.7 0.43
C 9.8540 1.3339 4.4300 0.7 -0.4 -0.7 -1.18
O 8.2691 3.1351 3.8007 1.5 0.0 0.1 -0.53
H 10.2716 4.6780 4.0394 0.5 0.4 -0.2 0.32
H 11.6271 3.6487 4.5092 -0.2 -0.4 0.0 0.36
H 10.1802 4.0058 5.5570 0.0 -0.9 0.2 0.35
H 9.9859 2.6873 2.7005 0.2 0.0 0.0 0.20
H 10.8110 0.9080 4.1287 0.2 0.1 -0.4 0.33
H 9.1387 0.5587 4.1549 -0.4 0.2 -0.2 0.36
H 9.9697 1.2982 5.5132 -0.6 0.7 0.1 0.31
H 7.7701 2.3879 3.4626 -0.2 0.0 0.0 0.31
C -10.7170 -5.8817 -5.5869 -0.4 -0.2 -0.9 -0.94
C -9.9495 -7.0588 -5.0361 -0.4 0.5 0.3 -0.25
O -8.5755 -6.8089 -5.2083 0.6 -0.6 0.0 -0.52
H -10.5472 -4.9163 -5.1102 0.2 -0.2 0.2 0.32
H -11.7897 -6.0679 -5.6390 -0.1 0.0 0.2 0.32
H -10.3740 -5.8288 -6.6201 -0.1 0.4 -0.1 0.25
H -10.2126 -7.9493 -5.6070 0.3 0.0 -0.1 0.25
H -10.2282 -7.2875 -4.0075 0.2 0.1 0.3 0.26
H -8.2698 -6.1103 -4.6252 -0.2 0.0 0.1 0.31
C 1.6404 4.5184 8.5284 -1.0 0.8 -0.1 -0.87
C 2.5593 4.1543 7.4046 2.9 -0.7 1.1 -0.22
O 3.4931 5.2364 7.0738 -1.5 0.0 -0.1 -0.54
H 1.6557 5.5964 8.6887 -0.5 0.2 -0.4 0.27
H 1.8080 4.1388 9.5364 0.6 -0.5 -0.3 0.27
H 0.6755 4.1424 8.1884 -0.4 0.5 0.5 0.24
H 2.0339 3.6434 6.5977 0.1 0.7 -0.4 0.33
H 3.2536 3.4360 7.8405 -0.2 -0.8 -0.3 0.23
H 4.0430 4.9674 6.3343 -0.1 -0.2 -0.1 0.28
C 2.7081 -8.7304 7.5935 -1.0 1.6 0.4 -0.95
C 2.6771 -7.3903 8.4062 1.0 -1.4 1.0 -0.24
O 3.4776 -7.5683 9.6250 -0.2 0.3 -1.0 -0.53
H 1.8627 -8.6042 6.9171 0.1 -0.3 -0.5 0.31
H 2.4652 -9.6087 8.1916 0.2 0.2 0.3 0.29
H 3.6262 -8.8837 7.0265 0.0 0.1 0.2 0.28
H 1.6968 -7.0880 8.7747 -0.4 -0.4 -0.5 0.26
H 3.0840 -6.5526 7.8397 0.0 -0.1 -0.3 0.29
H 3.6598 -6.6682 9.9047 0.2 0.0 0.4 0.29
C -5.2909 -3.4837 8.4761 -0.1 -0.9 -2.6 -0.49
O -5.2667 -3.3789 9.8164 -0.1 0.5 3.2 -0.49
H -5.8984 -4.3503 8.2154 -0.1 -0.1 -0.6 0.22
H -5.7502 -2.6244 7.9875 0.2 0.2 0.2 0.21
H -4.2851 -3.6517 8.0910 0.1 0.2 -0.5 0.23
H -5.2596 -4.2699 10.1736 0.1 0.2 0.2 0.31
C 4.1862 -4.6474 -2.7506 -2.0 -0.1 0.5 -0.55
O 4.1051 -5.4819 -3.9076 0.8 0.4 0.0 -0.49
H 3.1531 -4.5635 -2.4133 -0.2 -0.1 0.7 0.26
H 4.7524 -5.1055 -1.9396 0.4 0.3 -0.1 0.23
H 4.3605 -3.5826 -2.9053 1.0 -0.4 -0.7 0.25
H 3.7972 -6.3173 -3.5488 0.0 -0.1 -0.3 0.30
C -10.0563 3.5878 -5.9879 0.2 0.3 1.5 -0.53
O -11.1288 4.2492 -6.6480 0.5 -0.7 -0.6 -0.49
H -10.3286 3.5696 -4.9326 0.0 -0.3 0.1 0.21
H -9.8484 2.5623 -6.2933 -0.3 0.0 -0.3 0.27
H -9.1091 4.1270 -5.9987 0.0 0.3 -0.5 0.23
H -11.3167 3.6666 -7.3874 -0.4 0.4 -0.2 0.31
```
Positions in Å, forces in eV/Å.

=====

Record 2
16 unconnected molecules or ions with the total composition C25H63FIN15O34S in a non-equilibrium geometry. Source: the OMol25 dataset; level of theory: the ωB97M-V functional and the def2-TZVPD basis.

Its HOMO energy is -8.6 eV. The value obtained for the orbital gap is 8.21 eV.

```
140
Properties=species:S:1:pos:R:3:forces:R:3:mulliken_charge:R:1
C -4.7851 -1.8220 0.0224 0.8 -0.1 -0.1 -1.34
C -3.4707 -2.6536 -0.3394 -0.8 0.5 0.9 0.96
C -3.1641 -3.5888 0.8978 1.5 -0.1 -1.1 -1.10
C -1.6039 -3.8460 1.1295 -1.4 -1.2 0.7 -0.06
O -0.8203 -4.0675 -0.0830 1.5 0.8 1.0 -0.23
S 0.8035 -3.9608 0.3379 2.3 -0.2 -3.8 1.06
O 1.4900 -3.2420 -0.7791 -2.4 -0.7 3.2 -0.58
O 1.4853 -5.2688 0.4888 -2.6 2.4 1.4 -0.63
O 0.5595 -3.0883 1.7249 0.8 -0.7 -2.2 -0.17
C -0.8222 -2.7879 2.0304 -1.5 -1.2 1.8 1.19
C -0.8853 -3.1632 3.5893 0.9 -0.3 -0.8 -0.79
C -0.2729 -4.5665 3.9248 -1.1 0.3 1.6 -0.50
F 1.1142 -4.4631 4.1866 -1.0 -0.2 -0.7 -0.28
C -1.3207 -1.2883 2.0314 0.9 1.1 -0.5 0.10
C -0.4291 -0.2641 1.2348 -0.9 0.2 -0.7 -1.12
C -0.2827 -0.5709 -0.3049 -0.6 0.4 0.1 -0.23
I 1.5029 0.1278 2.2186 -0.5 -0.3 -0.4 -0.05
H -4.6319 -1.4331 1.0662 -0.4 -0.3 -0.9 0.27
H -5.6986 -2.4796 -0.0121 0.9 0.8 0.1 0.32
H -4.9021 -0.9203 -0.6343 0.0 -1.0 0.4 0.34
H -3.6151 -3.2539 -1.2778 0.1 0.5 0.9 0.07
H -2.6177 -1.9467 -0.4961 -0.7 -0.6 0.0 -0.32
H -3.5344 -3.1753 1.8767 0.2 -0.4 -1.0 0.24
H -3.6146 -4.6011 0.7132 0.2 1.0 0.4 0.21
H -1.6344 -4.9014 1.5401 0.5 1.4 0.5 0.23
H -1.9286 -3.0147 3.9681 0.8 -0.4 -0.3 0.47
H -0.2289 -2.4025 4.1068 -0.7 -0.7 -0.5 0.34
H -0.5090 -5.3815 3.1993 0.7 0.8 0.3 0.28
H -0.7230 -4.8884 4.9097 0.4 0.2 -1.0 0.36
H -2.3742 -1.1606 1.6467 1.1 -0.5 0.1 -0.16
H -1.3541 -0.9096 3.0927 0.1 -0.6 -1.1 0.26
H -0.9634 0.7262 1.2996 0.8 -1.0 0.2 0.79
H -0.3931 -1.6505 -0.5735 0.4 0.9 0.4 -0.29
H 0.6395 -0.1272 -0.7602 -0.8 -0.7 0.7 0.26
H -1.1390 -0.0351 -0.8092 0.8 -0.6 0.6 0.12
C 4.3690 3.2079 0.1941 0.2 -0.3 0.4 -0.80
N 2.9647 2.8925 -0.1631 0.1 -0.1 -0.1 1.03
O 2.7762 2.1847 -1.1309 -0.1 0.1 0.1 -0.55
O 2.1011 3.3692 0.5438 -0.1 0.1 -0.1 -0.47
H 5.0282 2.7204 -0.5168 -0.1 0.0 0.0 0.30
H 4.4806 4.2837 0.1490 -0.1 -0.1 0.2 0.17
H 4.5432 2.8343 1.2021 -0.1 0.1 0.0 0.37
C -0.1662 5.7161 0.3143 0.3 -0.1 -0.1 -0.60
N -1.3584 6.6026 0.3289 0.1 0.0 0.0 0.92
O -1.2304 7.7241 -0.1222 -0.1 0.0 0.1 -0.55
O -2.3804 6.1412 0.7929 0.0 0.1 0.0 -0.54
H 0.6658 6.2588 -0.1251 -0.1 0.0 0.0 0.31
H 0.0526 5.4416 1.3439 -0.1 -0.1 -0.1 0.20
H -0.4134 4.8405 -0.2819 0.0 0.0 0.2 0.26
C 5.7416 4.8628 -3.9614 0.3 -0.2 -0.1 -0.76
N 4.9066 5.1233 -2.7610 0.0 0.0 -0.1 0.89
O 5.4048 4.9116 -1.6692 0.1 0.4 -0.4 -0.53
O 3.7824 5.5298 -2.9519 0.1 0.0 0.2 -0.51
H 6.7153 4.5056 -3.6381 -0.1 0.0 0.1 0.32
H 5.2313 4.1096 -4.5578 -0.1 0.1 0.0 0.31
H 5.8340 5.8003 -4.5055 -0.1 -0.1 0.0 0.29
C -0.3162 0.0657 -4.5270 0.3 -0.1 -0.2 -0.60
N -0.7269 0.6210 -3.2151 0.2 0.1 -0.2 1.00
O 0.1352 1.0801 -2.4966 -0.2 0.4 -0.4 -0.53
O -1.9135 0.5684 -2.9441 0.0 0.1 0.1 -0.56
H 0.7591 0.1759 -4.6360 -0.1 0.1 0.1 0.34
H -0.6006 -0.9849 -4.5279 0.1 0.5 -0.1 0.18
H -0.8412 0.6234 -5.2991 -0.1 -0.2 0.1 0.32
C -1.7722 -4.6638 -3.5726 -0.1 -0.3 0.1 -0.68
N -2.3124 -3.6108 -4.4703 0.1 -0.3 0.3 0.92
O -3.3715 -3.8308 -5.0252 0.0 0.2 -0.1 -0.45
O -1.6538 -2.5985 -4.5843 -0.4 -0.3 -0.2 -0.67
H -2.4611 -5.5032 -3.5660 0.0 0.1 0.0 0.29
H -0.8018 -4.9621 -3.9644 0.0 0.2 0.1 0.36
H -1.6797 -4.2316 -2.5774 0.1 0.0 -0.1 0.06
C 1.0345 1.3434 6.2388 0.0 -0.2 0.0 -0.75
N -0.3795 1.0444 5.8955 0.3 0.2 0.0 0.99
O -0.5792 0.3325 4.9294 -0.4 -0.1 0.1 -0.52
O -1.2383 1.5311 6.6028 0.0 -0.1 -0.2 -0.60
H 1.6797 0.8430 5.5239 -0.2 0.0 0.0 0.25
H 1.1656 2.4203 6.1864 -0.1 -0.3 0.2 0.22
H 1.2125 0.9728 7.2433 -0.2 0.1 -0.1 0.40
C 1.1925 6.1324 5.6233 -0.8 -0.3 0.0 -0.78
N 1.8397 4.8897 5.1308 -0.1 0.1 0.0 0.89
O 1.1247 3.9338 4.8921 0.2 0.3 -0.3 -0.52
O 3.0462 4.9135 4.9991 -0.1 -0.2 0.0 -0.54
H 0.1206 5.9634 5.6909 0.1 -0.2 0.0 0.36
H 1.6113 6.3545 6.6006 0.1 0.1 -0.2 0.28
H 1.4135 6.9171 4.9141 0.0 -0.1 0.1 0.29
C -5.1415 -7.6791 -0.6208 0.1 -0.3 -0.1 -0.85
N -5.0964 -6.2502 -1.0241 0.0 -0.1 0.0 0.85
O -4.3696 -5.9503 -1.9514 0.0 0.1 0.1 -0.45
O -5.7913 -5.4801 -0.3964 0.1 0.0 -0.1 -0.47
H -4.4748 -8.2446 -1.2657 0.0 0.1 0.0 0.32
H -4.8185 -7.7370 0.4164 -0.1 0.0 0.0 0.31
H -6.1688 -8.0187 -0.7332 0.0 0.1 0.1 0.32
C 5.6927 1.4908 7.1427 0.3 0.0 -0.1 -0.81
N 4.2814 1.1844 6.7986 0.1 0.0 -0.1 0.95
O 4.0817 0.4712 5.8380 -0.1 0.1 0.1 -0.52
O 3.4235 1.6740 7.5090 0.3 0.0 0.0 -0.53
H 6.3416 0.9910 6.4292 -0.1 0.0 0.0 0.33
H 5.8155 2.5704 7.0883 -0.1 -0.1 0.1 0.28
H 5.8708 1.1238 8.1513 -0.1 0.1 0.0 0.30
C 5.8938 7.8119 0.0437 -0.3 -0.2 -0.1 -0.65
N 6.6289 8.1859 1.2791 0.0 0.0 0.1 0.92
O 6.3656 7.5753 2.2948 0.1 0.1 0.0 -0.52
O 7.4441 9.0805 1.1830 -0.1 -0.1 0.0 -0.54
H 5.2042 7.0058 0.2767 0.1 0.1 0.0 0.18
H 5.3556 8.6941 -0.2966 0.1 0.0 0.0 0.31
H 6.6288 7.4905 -0.6909 0.0 0.1 0.0 0.28
C -6.1067 -5.0725 -6.1537 0.1 0.3 0.0 -0.58
N -7.1132 -6.1566 -6.2843 -0.1 0.1 -0.1 0.94
O -8.2145 -5.8537 -6.6947 0.0 -0.1 0.1 -0.55
O -6.7591 -7.2747 -5.9683 -0.1 0.0 0.0 -0.55
H -6.5590 -4.1365 -6.4685 -0.1 -0.1 0.0 0.25
H -5.8084 -5.0254 -5.1086 0.1 -0.1 -0.1 0.21
H -5.2642 -5.3283 -6.7923 0.0 0.0 0.2 0.27
C -2.0334 -2.8273 -8.0623 -0.2 -0.1 0.1 -0.56
N -0.9150 -1.8902 -8.3343 -0.1 -0.1 0.1 0.96
O -0.6519 -1.0696 -7.4766 0.1 0.1 -0.1 -0.53
O -0.3405 -2.0099 -9.3964 0.0 0.1 0.1 -0.58
H -2.4452 -2.6012 -7.0827 0.1 0.1 -0.1 0.11
H -2.7863 -2.6842 -8.8401 0.6 -0.2 0.3 0.34
H -1.6271 -3.8371 -8.0877 0.0 0.1 -0.1 0.31
C 3.6824 -6.9312 3.7250 -0.3 -0.1 -0.2 -0.56
N 4.4347 -6.5846 4.9578 0.0 0.0 0.0 0.91
O 4.1841 -7.2166 5.9648 0.1 0.1 0.0 -0.54
O 5.2502 -5.6905 4.8701 0.0 -0.1 0.1 -0.53
H 2.9951 -7.7411 3.9522 0.1 0.1 0.1 0.29
H 3.1403 -6.0415 3.4093 0.1 0.0 0.0 0.15
H 4.4070 -7.2386 2.9740 0.0 0.2 0.0 0.28
C 3.7307 10.3405 5.5400 0.1 0.3 0.0 -0.72
N 2.6911 9.3090 5.2920 0.1 0.2 0.0 0.89
O 1.6232 9.6814 4.8504 0.0 -0.2 0.0 -0.54
O 2.9846 8.1580 5.5493 0.4 0.6 0.0 -0.51
H 3.3299 11.3123 5.2661 -0.1 -0.1 0.0 0.31
H 3.9781 10.3080 6.5988 0.1 -0.1 -0.1 0.28
H 4.5933 10.0899 4.9260 0.0 -0.1 0.1 0.26
C -6.3260 -1.0728 -8.8441 -0.3 0.2 0.1 -0.78
N -5.6484 -2.3127 -9.3015 -0.2 -0.1 0.0 0.88
O -6.3342 -3.2968 -9.4724 0.2 0.0 0.0 -0.50
O -4.4446 -2.2514 -9.4720 -0.7 0.1 -0.3 -0.60
H -7.3876 -1.2760 -8.7356 0.1 -0.1 0.0 0.31
H -5.8855 -0.7917 -7.8895 0.1 0.0 -0.1 0.30
H -6.1531 -0.3079 -9.5982 0.1 0.0 0.1 0.31
```
Positions in Å, forces in eV/Å.

=====

- Among the records above, which one has the highest orbital gap?
  C25H62BO18